1.
Computed, not measured: a cluster of 6 separate species, C4H19NO7S in total in a non-equilibrium geometry, with ωB97M-V/def2-TZVPD.

XYZ file:
```
32
Properties=species:S:1:pos:R:3:forces:R:3
O -0.2696 0.2765 -0.8177 -0.99 1.19 2.97
C -0.7002 0.8179 0.2328 -1.96 -1.42 -3.46
O -1.9429 0.6121 0.7228 0.37 -0.35 -0.82
C 0.0316 1.8832 0.9360 1.49 -0.24 -1.59
C -0.1461 1.5603 2.3703 -1.84 0.83 0.58
C -0.2405 0.1013 2.7574 -0.33 -1.79 1.27
S 1.3631 -0.7665 3.1709 0.58 1.40 -1.11
N 1.4180 1.9247 0.4271 -1.88 2.12 -1.63
H -2.3606 -0.2834 0.4592 1.14 0.71 0.17
H -0.5441 2.8082 0.7051 0.87 -0.23 -0.03
H 0.6727 1.9791 2.9357 -0.31 0.80 0.52
H -1.1977 2.0644 2.4043 1.87 -0.97 1.66
H -1.0009 -0.0306 3.5980 1.28 0.10 -1.01
H -0.4851 -0.6499 2.0129 -0.92 0.77 -0.37
H 0.9634 -1.2665 4.2748 -0.46 -0.73 1.72
H 1.3332 1.9603 -0.6401 0.62 -0.27 2.28
H 1.9602 1.1867 0.8038 0.62 -0.88 0.03
H -1.7877 -0.0219 -1.8833 0.75 1.02 0.43
H -1.6182 -1.2734 -2.6020 0.53 -0.33 -0.67
O -2.2919 -0.7711 -2.1577 -1.55 -0.73 -0.58
H 0.7101 -1.4365 -3.1813 1.83 -4.40 0.20
H 0.5257 -0.2634 -4.1832 -0.33 -1.05 1.88
O 0.3669 -0.6159 -3.2486 -1.70 5.19 -2.75
H 1.8345 0.1169 -2.4423 -3.70 -0.88 -2.07
H 2.3204 0.6827 -1.2111 0.09 0.21 0.79
O 2.6102 0.3125 -2.0306 4.10 0.79 1.15
H 2.0381 -1.8471 -1.5218 -0.80 0.56 1.34
H 1.0285 -1.0659 -0.4954 0.62 -0.77 -1.05
O 1.2827 -1.9320 -0.8907 0.29 -0.44 -0.20
H -1.4169 -2.4401 0.2292 1.95 -1.03 0.18
H -2.2474 -1.6447 -0.8447 0.07 -0.50 0.83
O -2.2091 -1.9778 0.1101 -2.30 1.32 -0.67
```
Positions in Å, forces in eV/Å.

Calculated values
SMILES = N[C@H](CCS)C(=O)O.O.O.O.O.O
Charge = 0
Energy above the lowest of the compared OMol25 structures with the same formula, charge and spin = 1.698 eV
HOMO-LUMO gap = 9.42 eV
DFT total energy = -1143.37510 a.u.

---

2.
Computed, not measured: the molecule C4H2 in a non-equilibrium geometry, with ωB97M-V/def2-TZVPD.

XYZ file:
```
6
Properties=species:S:1:pos:R:3:forces:R:3
C 0.1656 -0.2643 -0.4612 -0.06 -0.25 -0.28
C 1.0473 0.1528 0.3657 -0.94 0.29 -0.01
C -0.9941 -0.3900 -1.0553 -0.40 -0.42 -0.62
C -2.2121 -0.3140 -1.4093 0.66 -0.11 0.09
H 2.0444 0.1714 0.8022 -0.65 -0.13 -0.44
H 0.1176 0.7398 0.6721 1.38 0.63 1.26
```
Positions in Å, forces in eV/Å.

Calculated values
Charge = 0
Energy above the lowest of the compared OMol25 structures with the same formula, charge and spin = 2.981 eV
HOMO-LUMO gap = 8.66 eV
DFT total energy = -153.37152 a.u.

---

3.
Computed, not measured: the molecule C4H2 in a non-equilibrium geometry, with ωB97M-V/def2-TZVPD.

XYZ file:
```
6
Properties=species:S:1:pos:R:3:forces:R:3
C -0.4047 -0.9985 -0.9419 0.65 -0.07 1.09
C -0.7295 -0.1032 0.0838 -0.04 0.52 0.42
C 0.7133 0.0720 -0.9449 0.68 0.86 -1.11
C 0.6686 0.2393 0.3962 -0.74 -1.37 -0.18
H -1.6338 0.4854 0.1849 0.09 0.12 0.12
H 1.3861 0.3050 1.2219 -0.65 -0.06 -0.34
```
Positions in Å, forces in eV/Å.

Calculated values
Charge = 0
Energy above the lowest of the compared OMol25 structures with the same formula, charge and spin = 3.385 eV
HOMO-LUMO gap = 8.44 eV
DFT total energy = -153.35667 a.u.

---

4.
Computed, not measured: a structure of composition C4H20B2KO4 in a non-equilibrium geometry, with ωB97M-V/def2-TZVPD.

XYZ file:
```
31
Properties=species:S:1:pos:R:3:forces:R:3
K 0.1506 1.0443 0.5029 0.22 0.10 -0.82
B -0.0992 -0.8941 -1.7924 0.17 -0.22 -0.46
H -0.0030 -1.0720 -0.7325 0.23 -0.85 4.46
H -0.1874 -1.8180 -2.3427 -0.45 -4.02 -1.84
H -0.9701 -0.3142 -2.0561 -3.49 2.52 -0.59
H 0.7793 -0.4183 -2.1998 3.37 1.97 -1.22
B 1.2109 2.7583 -1.7861 0.07 -0.08 0.14
H 1.7974 2.9439 -2.6726 2.58 0.88 -3.28
H 1.3655 1.7443 -1.4512 0.81 -3.98 0.99
H 1.4587 3.3827 -0.9417 1.06 3.03 3.44
H 0.1758 2.8549 -2.0752 -4.30 0.46 -0.89
C -4.2670 0.4170 0.8374 0.02 -0.65 2.23
C -3.3839 0.8492 2.0346 -2.72 2.28 -0.70
O -2.1231 0.3501 1.9558 1.77 -0.82 0.66
O -3.9907 0.9481 -0.4175 0.17 -0.06 0.22
H -5.2998 0.5840 1.1432 -0.34 0.29 -0.07
H -4.1247 -0.6614 0.9073 -0.09 -0.36 -0.66
H -3.8953 0.6802 2.9821 -0.22 -1.32 0.07
H -3.4071 1.9287 2.1835 0.60 0.66 -0.93
H -2.0318 -0.2172 2.7248 0.51 -0.23 -0.21
H -4.0653 0.1924 -1.0048 0.39 0.24 -0.50
C 3.1752 -2.2478 0.0068 -0.88 -1.47 0.87
C 3.5002 -1.2640 1.0541 -0.04 3.35 -0.81
O 2.8657 0.0233 0.6293 -0.12 -0.84 1.34
O 1.8229 -2.7048 0.3001 1.74 -0.31 -0.43
H 3.8742 -3.0738 0.1381 -0.22 -0.57 -0.03
H 3.3470 -1.8794 -1.0045 -0.47 0.25 0.01
H 4.5519 -0.9949 1.1527 0.30 -0.56 0.08
H 3.0849 -1.5213 2.0285 -0.02 -0.09 -0.19
H 3.4736 0.5151 0.0724 -0.07 -0.06 -0.22
H 1.2145 -2.1353 -0.1765 -0.59 0.45 -0.64
```
Positions in Å, forces in eV/Å.

Calculated values
Charge = -1
Energy above the lowest of the compared OMol25 structures with the same formula, charge and spin = 2.344 eV
HOMO-LUMO gap = 6.40 eV
DFT total energy = -1114.81655 a.u.

---

5.
Computed, not measured: a cluster of 11 separate species, C4H20BO18 in total in a non-equilibrium geometry, with ωB97M-V/def2-TZVPD.

XYZ file:
```
43
Properties=species:S:1:pos:R:3:forces:R:3
O 0.0420 1.1072 -4.1260 -0.41 -1.59 5.70
C -0.0828 0.7908 -2.8922 3.11 -0.03 -2.79
O 0.7534 0.2745 -2.0049 -1.31 1.22 -3.30
B 0.1937 0.2655 -0.6099 1.05 -0.74 1.73
O -1.0992 0.8835 -0.7786 -1.77 0.86 -2.77
C -1.4488 1.0383 -2.0703 -3.31 0.77 1.46
O -2.5219 1.2916 -2.5863 3.70 -0.73 1.53
O 1.0813 0.9077 0.3493 0.01 0.45 -1.32
C 1.6574 -0.0301 1.1178 0.93 1.28 2.67
O 2.4923 0.1831 1.9649 -1.02 -0.46 -1.65
C 0.8296 -1.2781 0.9439 0.70 -2.49 1.73
O 0.0645 -1.0945 -0.0909 -1.28 0.02 -1.66
O 0.8728 -2.2784 1.6417 -0.16 1.85 -1.21
O -2.2174 3.9740 -0.7106 0.40 -0.10 -0.18
H -2.9376 4.2785 -1.2627 -0.23 0.20 -0.12
H -2.4982 3.1119 -0.4037 -0.17 -0.16 0.33
O -5.1373 1.2872 -3.5071 -0.33 -0.19 0.01
H -4.9382 2.1775 -3.7969 0.02 0.21 -0.16
H -4.4336 1.0709 -2.8954 -0.10 -0.04 0.01
O 4.0531 -0.2057 4.6191 -0.19 0.18 0.09
H 3.8163 -0.8775 3.9797 0.00 -0.22 -0.44
H 4.4520 -0.6916 5.3410 0.13 -0.08 0.26
O 1.3415 0.8518 4.6304 -0.85 0.16 0.13
H 1.4551 1.2717 3.7778 0.23 0.21 -0.14
H 2.1317 0.3240 4.7452 0.64 -0.16 0.12
O -0.9083 -4.4855 2.7159 -0.22 -0.29 0.28
H -0.7940 -3.5408 2.8192 0.09 0.21 0.01
H -0.4372 -4.6976 1.9101 0.05 0.04 -0.26
O 2.4941 3.3046 -1.0662 0.17 -0.02 -0.27
H 1.6984 3.5473 -1.5398 -0.17 0.27 -0.06
H 2.2123 2.6214 -0.4579 -0.03 -0.20 0.37
O -1.8215 1.6667 -6.2673 -0.21 0.23 0.07
H -1.8255 0.7497 -6.5417 -0.08 -0.29 -0.18
H -1.1810 1.7017 -5.5568 0.19 0.12 -0.02
O -1.1892 -0.0064 3.5745 -0.72 -0.05 -0.42
H -0.4689 0.2356 4.1566 0.65 0.12 0.45
H -0.7602 -0.2924 2.7680 0.03 -0.14 0.01
O -1.3940 -3.8729 -0.7657 0.08 -0.26 -0.04
H -0.7274 -3.3747 -1.2386 0.20 0.10 -0.05
H -2.1503 -3.2874 -0.7292 -0.25 0.08 0.14
O 3.4163 -2.7334 0.3449 0.30 0.29 -0.24
H 3.4255 -3.6346 0.0223 0.06 -0.25 -0.07
H 2.4891 -2.5350 0.4764 0.04 -0.40 0.27
```
Positions in Å, forces in eV/Å.

Calculated values
Charge = 0
Energy above the lowest of the compared OMol25 structures with the same formula, charge and spin = 0.000 eV
2S+1 = 2
HOMO-LUMO gap (alpha / beta) = 7.13 / 3.03 eV
DFT total energy = -1543.63901 a.u.

---

6.
Computed, not measured: a cluster of 7 separate species, C4H20BrO6 in total in a non-equilibrium geometry, with ωB97M-V/def2-TZVPD.

XYZ file:
```
31
Properties=species:S:1:pos:R:3:forces:R:3
Br -0.4850 0.2892 0.2132 0.15 -0.02 -0.17
C 1.0255 2.6923 -3.2308 -0.17 1.14 -0.27
C 0.2176 3.5332 -2.1965 1.28 -1.35 -0.42
O -1.1136 3.0835 -2.2097 -0.69 1.45 -0.20
H 1.3908 1.7206 -2.8986 0.14 0.24 0.04
H 1.7580 3.3373 -3.7161 1.03 -0.23 0.70
H 0.4331 2.5695 -4.1375 -0.80 -0.47 0.34
H 0.4365 4.5754 -2.4292 -1.42 0.33 -0.70
H 0.6199 3.5637 -1.1839 0.25 -0.96 0.26
H -1.1680 2.1715 -1.9148 0.37 -0.24 0.40
C 1.1935 -2.9588 1.7536 1.82 -1.16 -1.41
C 1.4647 -2.1158 2.9389 -0.17 1.37 0.70
O 0.3790 -1.2839 3.2572 -0.93 -0.23 1.12
H 1.8408 -3.8339 1.8120 -0.20 -0.63 0.36
H 1.6901 -2.5205 0.8880 -0.90 0.50 -0.43
H 0.1786 -3.2994 1.5487 0.02 0.41 0.22
H 2.2588 -1.3840 2.7910 0.83 -0.59 -0.41
H 1.7386 -2.7101 3.8106 -0.33 0.04 0.21
H 0.2131 -0.7063 2.5085 -0.15 0.31 -0.47
O -2.6500 -1.9631 2.0087 -0.51 -0.23 0.11
H -2.3839 -2.6673 2.6000 0.13 -0.07 0.17
H -1.8354 -1.6747 1.5970 0.39 0.31 -0.25
O -3.8466 0.4705 0.3782 -0.90 0.06 -0.05
H -2.9404 0.1622 0.3798 0.57 -0.11 0.06
H -3.7796 1.4118 0.2179 0.16 0.17 -0.05
O -1.6542 -2.5823 -1.7482 -0.28 -0.46 -0.33
H -0.8241 -3.0588 -1.7362 0.19 -0.02 0.07
H -1.4123 -1.6743 -1.5658 0.13 0.53 0.35
O 2.7379 1.5364 -0.1212 0.78 0.21 -0.18
H 1.8247 1.4838 -0.4030 -0.62 -0.28 0.05
H 2.6919 1.8322 0.7880 -0.15 -0.02 0.19
```
Positions in Å, forces in eV/Å.

Calculated values
Charge = -1
Energy above the lowest of the compared OMol25 structures with the same formula, charge and spin = 0.000 eV
HOMO-LUMO gap = 8.94 eV
DFT total energy = -3189.92774 a.u.